Record 1
The following is a DFT calculation (ωB97M-V/def2-TZVPD) of a structure of composition C22H18F5MoN2S2.

Output
LUMO level (spin up / spin down) ... -12.827 / -12.828 eV
ΔE to the lowest compared entry with this formula, charge and spin ... 0.961 eV
Charge ... +3
HOMO energy (spin up / spin down) ... -18.39 / -18.39 eV

Positions of all 50 atoms, in Å:
Mo1 -0.442 0.128 0.236
C1 -1.887 1.563 2.351
N1 -1.444 0.139 2.136
C2 -0.588 -0.271 3.304
C3 0.323 -1.394 2.896
N2 1.104 -0.987 1.697
C4 1.730 -2.230 1.109
C5 2.193 -0.057 1.926
C6 2.924 0.054 3.080
C7 4.048 0.897 3.097
C8 4.455 1.611 1.966
C9 3.730 1.516 0.801
C10 2.576 0.702 0.785
S1 1.589 0.678 -0.612
C11 -2.602 -0.753 1.897
C12 -3.733 -0.657 2.678
C13 -4.835 -1.474 2.419
C14 -4.824 -2.379 1.365
C15 -3.702 -2.484 0.565
C16 -2.582 -1.678 0.824
S2 -1.233 -1.856 -0.278
H1 -2.347 1.673 3.332
H2 -2.607 1.845 1.585
H3 -1.013 2.213 2.317
H4 -1.233 -0.551 4.138
H5 -0.016 0.611 3.599
H6 -0.257 -2.273 2.614
H7 0.968 -1.700 3.721
H8 2.454 -2.633 1.818
H9 2.236 -1.993 0.177
H10 0.958 -2.974 0.929
H11 2.683 -0.511 3.970
H12 4.627 0.974 4.009
H13 5.336 2.237 2.009
H14 4.017 2.068 -0.085
H15 -3.776 0.031 3.513
H16 -5.705 -1.403 3.059
H17 -5.684 -3.006 1.173
H18 -3.675 -3.191 -0.256
F1 -2.148 -0.588 -2.710
C17 -1.997 0.700 -2.461
C18 -1.312 1.117 -1.294
C19 -1.176 2.514 -1.128
F2 -0.493 2.887 -0.016
C20 -1.677 3.454 -1.978
F3 -1.546 4.741 -1.777
C21 -2.363 2.978 -3.114
F4 -2.857 3.828 -3.951
C22 -2.524 1.604 -3.355
F5 -3.169 1.211 -4.424

=====

Record 2
The following is a DFT calculation (ωB97M-V/def2-TZVPD) of an isolated molecule of C22H18N4O3 in a non-equilibrium geometry.

Output
LUMO level ... 0.668 eV
ΔE to the lowest compared entry with this formula, charge and spin ... 2.478 eV
SMILES ... O=C(Nc1ccccc1)N[C@@H]1C(=O)Nc2ccccc2N(c2ccccc2)C1=O
HOMO energy ... -8.44 eV

Positions of all 47 atoms, in Å:
O1 1.213 1.829 1.767
C1 1.930 0.845 1.774
N1 3.032 0.607 2.524
C2 3.559 1.408 3.562
C3 4.937 1.275 3.862
C4 5.520 2.288 4.639
C5 4.799 3.308 5.228
C6 3.412 3.425 5.030
C7 2.782 2.463 4.183
N2 1.416 -0.259 1.028
C8 0.141 -0.158 0.217
C9 -1.081 -0.543 1.078
O2 -0.927 -1.061 2.203
N3 -2.407 -0.316 0.679
C10 -2.757 0.289 -0.491
C11 -3.819 1.147 -0.340
C12 -4.453 1.872 -1.395
C13 -4.042 1.412 -2.732
C14 -2.927 0.510 -2.860
C15 -2.324 -0.084 -1.791
N4 -1.298 -1.080 -1.862
C16 -1.355 -1.969 -2.939
C17 -2.061 -3.140 -2.620
C18 -2.120 -4.154 -3.532
C19 -1.411 -4.082 -4.789
C20 -0.771 -2.964 -5.079
C21 -0.703 -1.916 -4.213
C22 -0.070 -0.960 -1.159
O3 0.900 -1.656 -1.433
H1 3.488 -0.308 2.339
H2 5.482 0.492 3.428
H3 6.643 2.299 4.779
H4 5.257 4.015 5.857
H5 2.777 4.175 5.482
H6 1.837 2.681 4.051
H7 1.845 -1.236 1.091
H8 -0.133 0.900 0.017
H9 -3.093 -0.331 1.404
H10 -4.122 1.226 0.748
H11 -5.204 2.709 -1.293
H12 -4.425 1.864 -3.667
H13 -2.601 0.196 -3.837
H14 -2.458 -3.339 -1.597
H15 -2.539 -5.102 -3.332
H16 -1.337 -4.801 -5.586
H17 -0.421 -2.802 -6.038
H18 -0.112 -0.975 -4.386

=====

Record 3
The following is a DFT calculation (ωB97M-V/def2-TZVPD) of a structure of composition C22H19B11Br8N8OSTa in a non-equilibrium geometry.

Output
LUMO level ... -12.863 eV
ΔE to the lowest compared entry with this formula, charge and spin ... 1.674 eV
Charge ... +3
HOMO energy ... -15.36 eV

Positions of all 71 atoms, in Å:
Ta1 0.406 -0.479 -0.319
C1 -0.863 -4.632 -2.082
C2 -0.179 -3.473 -1.442
N1 -0.785 -2.353 -1.215
N2 -2.068 -2.233 -1.559
C3 -2.729 -1.184 -1.212
N3 -4.015 -1.070 -1.524
S1 -2.012 0.145 -0.298
C4 1.203 -3.586 -0.990
C5 1.925 -4.763 -1.133
C6 3.214 -4.840 -0.628
C7 3.743 -3.742 0.028
C8 2.968 -2.601 0.134
N4 1.739 -2.519 -0.374
H1 -1.879 -4.366 -2.345
H2 -0.892 -5.482 -1.396
H3 -0.331 -4.943 -2.983
H4 -4.475 -1.816 -2.023
H5 -4.560 -0.278 -1.228
H6 1.483 -5.616 -1.627
H7 3.791 -5.747 -0.741
H8 4.742 -3.758 0.440
H9 3.344 -1.731 0.659
Br1 0.313 2.129 1.264
B1 1.007 3.776 0.427
B2 0.331 6.139 0.305
C9 1.375 6.416 -0.966
B3 0.096 5.409 -1.344
B4 1.719 5.083 -1.995
B5 2.878 5.578 -0.746
B6 2.047 6.398 0.595
B7 1.111 5.162 1.485
Br2 0.678 5.146 3.316
B8 2.669 4.638 0.736
Br3 4.037 4.024 1.925
B9 3.285 2.519 -1.301
Br4 4.344 2.468 -2.837
B10 0.691 3.826 -1.306
Br5 -0.168 2.338 -2.179
B11 2.369 3.841 -0.842
Br6 3.213 0.847 -0.261
H10 -0.631 6.742 0.605
H11 1.356 7.394 -1.435
H12 -0.894 5.743 -1.876
H13 1.963 5.233 -3.131
H14 3.906 6.009 -1.111
H15 2.492 7.363 1.087
Br7 -1.749 -2.834 2.126
C10 -0.285 -2.311 3.194
C11 -0.105 -2.837 4.472
C12 0.991 -2.474 5.215
Br8 1.184 -3.204 6.938
C13 1.972 -1.592 4.692
C14 3.146 -1.203 5.372
C15 4.041 -0.376 4.751
C16 3.765 0.071 3.448
N5 2.678 -0.253 2.785
C17 1.786 -1.069 3.390
C18 0.621 -1.411 2.647
O1 0.447 -0.883 1.426
H16 -0.826 -3.533 4.876
H17 3.327 -1.568 6.374
H18 4.952 -0.068 5.244
H19 4.465 0.718 2.929
N6 1.045 -0.460 -2.185
C19 1.728 -0.716 -3.126
C20 2.535 -1.043 -4.141
C21 2.457 -0.494 -5.450
N7 2.409 -0.024 -6.497
C22 3.530 -2.001 -3.784
N8 4.294 -2.782 -3.425

=====

Record 4
The following is a DFT calculation (ωB97M-V/def2-TZVPD) of a structure of composition C22H19BF2N6NiS.

Output
LUMO level (spin up / spin down) ... 0.043 / 0.045 eV
ΔE to the lowest compared entry with this formula, charge and spin ... 0.141 eV
HOMO energy (spin up / spin down) ... -4.72 / -4.79 eV

Positions of all 52 atoms, in Å:
Ni1 -0.698 0.348 -1.175
N1 -2.633 -3.118 -2.532
C1 -2.906 -3.541 -1.241
C2 -3.549 -4.666 -0.736
C3 -3.636 -4.760 0.640
C4 -3.105 -3.771 1.484
C5 -2.470 -2.656 0.976
C6 -2.374 -2.548 -0.410
N2 -1.802 -1.550 -1.183
C7 -1.974 -1.927 -2.419
C8 -1.441 -1.097 -3.490
C9 -1.394 -1.324 -4.826
S1 -0.580 -0.043 -5.607
C10 -0.363 0.730 -4.096
N3 -0.849 0.088 -3.065
H1 -2.896 -3.583 -3.382
H2 -3.960 -5.431 -1.381
H3 -4.127 -5.619 1.079
H4 -3.199 -3.892 2.555
H5 -2.057 -1.887 1.616
H6 -1.770 -2.173 -5.373
H7 0.108 1.696 -4.010
F1 3.178 -0.392 -3.228
B1 2.431 0.014 -2.198
F2 1.885 -0.967 -1.486
C11 2.292 1.517 -1.831
H8 2.949 1.733 -0.980
H9 1.257 1.760 -1.527
H10 2.601 2.168 -2.650
C12 -2.176 1.210 2.508
C13 -1.997 1.138 1.143
N4 -0.784 0.937 0.568
C14 0.270 0.874 1.401
C15 0.182 0.978 2.782
C16 -1.080 1.113 3.353
C17 1.381 0.869 3.624
C18 2.604 1.378 3.438
C19 3.062 2.392 2.475
C20 4.428 2.563 2.253
C21 4.813 3.561 1.379
N5 3.937 4.358 0.771
C22 2.660 4.125 1.063
N6 2.178 3.193 1.871
H11 -3.173 1.348 2.904
H12 -2.828 1.220 0.458
H13 1.229 0.712 0.929
H14 -1.196 1.178 4.428
H15 1.253 0.252 4.509
H16 3.375 1.061 4.133
H17 5.159 1.934 2.743
H18 5.861 3.732 1.158
H19 1.929 4.767 0.584

=====

Record 5
The following is a DFT calculation (ωB97M-V/def2-TZVPD) of a structure of composition C22H19BN8V in a non-equilibrium geometry.

Output
2S+1 ... 4
LUMO level (spin up / spin down) ... -6.760 / -10.140 eV
Charge ... +2
Expectation value of S² ... 3.786
HOMO energy (spin up / spin down) ... -13.96 / -13.96 eV

Positions of all 51 atoms, in Å:
V1 -10.514 -14.340 2.069
C1 -8.017 -11.522 3.615
C2 -8.904 -12.556 3.921
N1 -9.796 -12.729 2.892
N2 -9.360 -11.893 1.835
C3 -8.241 -11.209 2.216
B1 -10.067 -12.017 0.463
N3 -11.583 -12.234 0.680
C4 -12.452 -11.301 1.145
C5 -13.451 -11.901 1.909
C6 -13.137 -13.315 1.934
N4 -11.985 -13.482 1.172
N5 -9.568 -13.323 -0.205
C7 -9.517 -13.594 -1.550
C8 -9.294 -14.960 -1.727
C9 -9.319 -15.549 -0.442
N6 -9.446 -14.583 0.463
N7 -9.862 -10.791 -0.393
C10 -10.657 -10.092 -1.221
C11 -9.938 -9.232 -2.014
C12 -8.571 -9.502 -1.674
N8 -8.498 -10.477 -0.709
H1 -7.303 -11.189 4.380
H2 -9.121 -13.019 4.840
H3 -7.659 -10.696 1.457
H4 -12.460 -10.257 0.771
H5 -14.298 -11.414 2.395
H6 -13.545 -14.131 2.497
H7 -9.730 -12.818 -2.271
H8 -9.111 -15.445 -2.668
H9 -9.258 -16.557 -0.079
H10 -11.703 -10.302 -1.272
H11 -10.360 -8.510 -2.697
H12 -7.615 -9.039 -2.038
C13 -12.252 -16.127 7.298
C14 -11.854 -14.893 6.749
C15 -11.389 -14.716 5.489
C16 -11.476 -15.827 4.540
C17 -11.249 -15.776 3.159
C18 -11.557 -16.852 2.401
C19 -11.943 -18.121 2.938
C20 -11.980 -18.229 4.330
C21 -11.920 -17.066 5.084
C22 -12.230 -17.206 6.457
H13 -12.555 -16.207 8.297
H14 -11.937 -14.010 7.423
H15 -10.913 -13.769 5.209
H16 -11.462 -16.748 1.322
H17 -12.327 -18.936 2.310
H18 -12.392 -19.126 4.780
H19 -12.494 -18.179 6.894

=====

Record 6
The following is a DFT calculation (ωB97M-V/def2-TZVPD) of a cluster of 3 separate species, C22H19Br2ClN5O6 in total in a non-equilibrium geometry.

Output
LUMO level ... -5.604 eV
Charge ... +1
HOMO energy ... -11.18 eV

Positions of all 55 atoms, in Å:
C1 5.106 5.078 -2.072
C2 4.472 4.437 -3.046
C3 3.555 4.017 -4.326
N1 2.107 4.183 -3.860
N2 1.527 3.062 -3.424
C4 0.180 3.166 -2.951
Cl1 -0.595 1.597 -2.344
C5 -0.701 4.518 -2.948
C6 -2.208 4.624 -2.406
Br1 -2.372 3.984 -0.493
C7 -3.339 3.999 -3.378
C8 -4.368 5.141 -3.971
Br2 -2.648 3.005 -4.955
C9 0.084 5.796 -3.511
C10 1.597 5.534 -3.985
O1 2.326 6.681 -4.454
N3 2.168 7.701 -3.514
O2 2.652 7.394 -2.472
H1 5.376 5.370 -0.981
H2 3.771 4.715 -5.227
H3 3.790 2.905 -4.577
H4 -2.443 5.766 -2.334
H5 -3.970 3.271 -2.747
H6 -4.167 6.189 -3.545
H7 -5.442 4.810 -3.718
H8 -4.180 5.197 -5.120
H9 -0.413 6.830 -3.539
C11 0.246 -0.523 1.258
C12 0.281 -1.491 2.259
C13 -0.378 -2.704 2.080
C14 -1.068 -2.939 0.891
C15 -1.113 -1.971 -0.112
C16 -0.453 -0.760 0.077
N4 -1.743 -4.225 0.687
O3 -1.697 -5.045 1.597
O4 -2.311 -4.408 -0.385
H10 0.766 0.420 1.399
H11 0.826 -1.300 3.179
H12 -0.342 -3.448 2.868
H13 -1.652 -2.143 -1.039
H14 -0.480 0.000 -0.699
C17 1.162 -8.797 5.708
C18 -0.054 -8.601 5.056
C19 -0.532 -7.310 4.846
C20 0.220 -6.221 5.289
C21 1.435 -6.412 5.949
C22 1.903 -7.707 6.157
N5 -0.267 -4.860 5.048
O5 -1.347 -4.732 4.482
O6 0.436 -3.926 5.422
H15 1.534 -9.806 5.865
H16 -0.627 -9.455 4.709
H17 -1.480 -7.172 4.337
H18 2.024 -5.572 6.302
H19 2.848 -7.866 6.667

=====

Record 7
The following is a DFT calculation (ωB97M-V/def2-TZVPD) of a structure of composition C22H19Br4Cl2GaO2SSi2 in a non-equilibrium geometry.

Output
LUMO level ... 3.394 eV
ΔE to the lowest compared entry with this formula, charge and spin ... 0.331 eV
Charge ... -2
HOMO energy ... -2.00 eV

Positions of all 53 atoms, in Å:
Ga1 -11.789 -8.563 16.773
C1 -11.172 -12.635 15.500
Si1 -12.909 -11.917 15.454
C2 -13.723 -11.786 17.102
C3 -13.901 -12.932 14.157
C4 -14.545 -14.150 14.033
C5 -15.035 -14.598 12.777
C6 -14.947 -13.794 11.657
C7 -14.370 -12.483 11.748
C8 -13.870 -12.034 13.001
Si2 -13.240 -10.432 13.705
C9 -14.706 -9.296 13.859
C10 -11.861 -9.607 12.824
H1 -11.046 -13.524 16.119
H2 -10.467 -11.833 15.718
H3 -10.902 -12.970 14.485
H4 -14.337 -10.926 17.264
H5 -13.050 -11.843 17.935
H6 -14.507 -12.535 17.127
H7 -14.849 -14.712 14.932
H8 -15.555 -15.596 12.721
H9 -15.450 -14.207 10.785
H10 -14.282 -11.832 10.850
H11 -15.324 -9.266 12.944
H12 -14.590 -8.266 14.122
H13 -15.339 -9.761 14.631
H14 -11.963 -8.515 12.822
H15 -11.989 -9.878 11.755
H16 -10.896 -9.944 13.111
Cl1 -9.458 -4.505 6.585
C11 -10.096 -3.484 7.805
C12 -11.079 -4.085 8.605
C13 -11.631 -3.424 9.658
C14 -11.194 -2.157 9.916
C15 -10.235 -1.515 9.093
Cl2 -9.937 0.180 9.347
C16 -9.718 -2.115 7.914
S1 -8.728 -1.279 6.775
H17 -11.198 -5.162 8.412
H18 -12.371 -3.902 10.322
H19 -11.522 -1.648 10.801
Br1 -7.519 -12.155 20.960
C17 -8.297 -10.938 19.703
C18 -7.507 -9.825 19.366
Br2 -5.848 -9.644 20.267
C19 -8.037 -8.762 18.565
Br3 -7.057 -7.129 18.335
C20 -9.310 -8.905 17.989
O1 -9.891 -8.050 17.241
C21 -10.062 -10.129 18.299
O2 -11.309 -10.119 17.809
C22 -9.576 -11.116 19.148
Br4 -10.730 -12.538 19.513

=====

Record 8
The following is a DFT calculation (ωB97M-V/def2-TZVPD) of a structure of composition C22H19CeCl2N5O2 in a non-equilibrium geometry.

Output
2S+1 ... 2
LUMO level (spin up / spin down) ... 2.232 / 2.230 eV
Charge ... -1
Expectation value of S² ... 0.752
HOMO energy (spin up / spin down) ... -3.08 / -3.16 eV

Positions of all 51 atoms, in Å:
Ce1 -0.892 0.279 0.134
Cl1 4.945 4.561 -0.493
C1 3.774 3.453 0.172
C2 2.589 3.245 -0.520
C3 1.612 2.371 -0.050
N1 0.405 2.096 -0.746
C4 0.029 2.752 -1.847
O1 0.592 3.653 -2.474
C5 -1.344 2.319 -2.402
C6 -1.788 2.910 -3.579
C7 -3.013 2.539 -4.101
C8 -3.766 1.588 -3.440
C9 -3.254 1.047 -2.276
N2 -2.078 1.414 -1.760
C10 1.825 1.713 1.204
C11 3.038 1.925 1.859
C12 4.002 2.785 1.355
Cl2 5.481 3.000 2.255
N3 0.789 0.882 1.699
C13 0.886 0.176 2.839
O2 1.808 0.113 3.652
C14 -0.324 -0.736 3.118
C15 -0.158 -1.736 4.069
C16 -1.158 -2.673 4.240
C17 -2.300 -2.585 3.464
C18 -2.393 -1.545 2.563
N4 -1.441 -0.624 2.405
H1 2.422 3.761 -1.450
H2 -1.144 3.641 -4.044
H3 -3.375 2.983 -5.021
H4 -4.725 1.255 -3.816
H5 -3.795 0.282 -1.733
H6 3.217 1.419 2.793
H7 0.771 -1.756 4.618
H8 -1.041 -3.478 4.957
H9 -3.097 -3.312 3.533
H10 -3.268 -1.443 1.937
C19 -0.234 -3.996 -1.112
C20 0.041 -2.512 -0.815
C21 1.127 -2.475 0.298
C22 0.680 -1.884 -2.076
N5 -1.148 -1.786 -0.428
H11 0.667 -4.557 -1.405
H12 -0.974 -4.065 -1.917
H13 -0.664 -4.457 -0.218
H14 1.990 -3.092 0.016
H15 0.703 -2.853 1.231
H16 1.488 -1.453 0.464
H17 1.618 -2.382 -2.366
H18 0.909 -0.828 -1.886
H19 -0.033 -1.934 -2.901

=====

Record 9
The following is a DFT calculation (ωB97M-V/def2-TZVPD) of a structure of composition C22H19F3LiN3STe.

Output
LUMO level ... 0.091 eV
ΔE to the lowest compared entry with this formula, charge and spin ... 0.368 eV
HOMO energy ... -7.50 eV

Positions of all 50 atoms, in Å:
Li1 -0.143 -2.267 -1.004
C1 0.875 -3.569 4.023
N1 -0.220 -2.739 3.550
C2 -1.338 -2.400 4.280
C3 -2.134 -1.683 3.479
N2 -1.503 -1.578 2.236
C4 -0.296 -2.249 2.289
S1 0.956 -2.459 1.188
C5 -2.133 -0.949 1.117
C6 -3.299 -0.210 1.316
C7 -3.903 0.365 0.218
C8 -3.343 0.194 -1.040
C9 -2.183 -0.543 -1.128
N3 -1.580 -1.099 -0.068
H1 0.717 -3.760 5.081
H2 1.821 -3.055 3.870
H3 0.899 -4.506 3.469
H4 -1.466 -2.697 5.305
H5 -3.087 -1.245 3.691
H6 -3.732 -0.073 2.293
H7 -4.814 0.935 0.348
H8 -3.792 0.615 -1.928
H9 -1.713 -0.721 -2.090
Te1 1.740 -0.144 -1.437
C10 2.391 1.330 -2.778
C11 3.701 1.791 -2.700
C12 4.138 2.784 -3.567
C13 3.272 3.311 -4.514
C14 1.968 2.846 -4.600
C15 1.527 1.854 -3.735
C16 1.074 1.162 0.075
C17 1.764 1.249 1.279
C18 1.310 2.100 2.279
C19 0.171 2.867 2.080
C20 -0.519 2.782 0.879
C21 -0.070 1.929 -0.120
H10 4.378 1.378 -1.963
H11 5.157 3.143 -3.503
H12 3.616 4.083 -5.191
H13 1.293 3.251 -5.343
H14 0.512 1.485 -3.809
H15 2.645 0.643 1.441
H16 1.853 2.167 3.214
H17 -0.176 3.535 2.858
H18 -1.409 3.378 0.718
H19 -0.613 1.863 -1.055
F1 -2.056 -4.154 -2.044
C22 -0.843 -3.561 -2.414
F2 -0.168 -4.600 -3.014
F3 -1.247 -2.778 -3.532